{
  "formula": "C26H31B11Br6CaN6S3",
  "method": "ωB97M-V/def2-TZVPD",
  "gap_ev": [6.06, 1.55],
  "homo_ha": [-0.4868, -0.4427],
  "total_charge": 2,
  "elements": ["Br", "Br", "Br", "Br", "Br", "Br", "Ca", "S", "S", "S", "N", "N", "N", "N", "N", "N", "C", "C", "C", "C", "C", "C", "C", "C", "C", "C", "C", "C", "C", "C", "C", "C", "C", "C", "C", "C", "C", "C", "C", "C", "C", "C", "B", "B", "B", "B", "B", "B", "B", "B", "B", "B", "B", "H", "H", "H", "H", "H", "H", "H", "H", "H", "H", "H", "H", "H", "H", "H", "H", "H", "H", "H", "H", "H", "H", "H", "H", "H", "H", "H", "H", "H", "H", "H"],
  "positions_angstrom": [[2.2892, 2.8053, -2.3498], [1.6500, 8.9953, -1.5820], [3.0290, 6.1185, -4.0911], [-0.7750, 7.3586, 1.1601], [0.1401, 3.5537, 1.0102], [2.9289, 5.8160, 0.2575], [-0.3084, 1.1732, -0.8429], [1.9588, -0.6522, -1.8289], [0.6382, -2.1206, -0.8979], [-0.8236, -0.4602, 1.3721], [-0.7598, -0.1088, -2.7970], [0.9574, -1.6113, 3.0057], [-2.5422, 1.0821, -1.0968], [2.0957, -3.2469, 1.1166], [2.1186, -0.5040, -4.5468], [0.0248, -0.5573, -3.7672], [-0.7049, -1.6301, 4.8793], [0.3326, -0.8224, 4.0996], [1.1389, -7.3275, -0.2136], [-1.2081, 5.6114, -2.9212], [0.4287, -1.5803, 1.7795], [-2.5946, -3.0560, 6.4176], [-3.0420, -2.2831, 5.3740], [2.1493, -8.1108, -0.6972], [3.4073, -7.5179, -0.8288], [2.6199, -5.3980, -0.0708], [-2.1072, -1.6186, 4.5693], [-4.7859, 1.9999, -0.9874], [2.1722, -3.6511, 2.5089], [2.1996, -2.3853, 3.3213], [1.3178, -0.5581, -3.5030], [-1.2407, -3.1176, 6.7223], [-4.3361, 0.2525, -2.5218], [-2.0494, -0.2827, -3.0666], [-0.3062, -2.3828, 6.0098], [-2.9623, 0.3142, -2.1689], [-5.2437, 1.1258, -2.0214], [1.0749, -2.3835, 0.7927], [1.4014, -6.0081, 0.1570], [-3.4772, 1.9539, -0.5526], [2.9565, -3.9371, 0.1418], [3.6386, -6.1930, -0.5586], [1.4500, 5.8327, -1.0272], [-0.2360, 6.4160, -0.4836], [-0.6867, 4.1553, -2.2143], [0.0224, 6.8093, -3.3585], [0.1908, 5.0315, -3.5226], [0.7891, 7.2656, -1.8411], [1.4995, 6.0249, -2.8365], [0.1209, 4.6904, -0.5670], [-1.0117, 7.0357, -1.9630], [-1.4065, 5.4009, -1.1961], [1.1084, 4.4559, -2.1308], [4.2710, -8.1086, -1.0855], [2.9529, -3.3532, -0.8257], [0.5483, -5.4177, 0.5607], [4.5746, -5.7909, -0.8501], [-3.3329, -3.7482, 6.8873], [3.1005, -4.2642, 2.7067], [0.0610, -7.7310, -0.0252], [-5.4403, 2.8060, -0.4985], [0.2027, 4.5278, -4.6936], [2.3127, -2.5244, 4.4058], [4.0759, -3.8324, 0.3754], [-0.1179, 0.0879, 3.6086], [3.1224, -0.7063, -4.5233], [-6.2662, 1.1385, -2.3325], [-4.5997, -0.4281, -3.2945], [-0.8682, -3.7757, 7.5443], [-2.4238, -0.5834, -4.0546], [-4.0965, -2.2839, 5.0596], [0.7318, -2.4384, 6.3921], [1.1303, -0.5071, 4.8176], [1.6987, -0.2281, -5.4314], [-1.8810, 7.8054, -1.8827], [-1.1688, 3.0713, -2.5175], [1.3277, -4.3390, 2.8095], [-2.1511, 5.5607, -3.5302], [-2.5120, 5.2782, -0.8528], [3.0695, -1.7972, 2.9953], [-0.1192, 7.5540, -4.2192], [-3.0188, 2.5559, 0.2067], [2.0214, -9.1616, -0.9543], [-2.4462, -1.1393, 3.5600]],
  "forces_ev_per_a": [[-0.720, 0.806, 0.369], [-0.476, -0.600, -0.167], [-0.343, 0.139, 0.862], [0.574, -0.501, -0.501], [-0.010, -0.331, -0.070], [-0.185, 0.170, -0.578], [1.564, 0.210, 0.430], [0.737, 0.327, 0.309], [-0.417, -0.883, -0.230], [0.187, -0.570, 0.142], [-3.144, -1.050, -0.494], [-0.137, 0.004, 0.554], [-2.541, 0.257, -1.642], [-0.960, 0.373, -0.662], [1.704, -0.102, -0.373], [1.821, 0.112, -0.642], [-1.081, -0.218, 0.553], [-0.175, 0.658, 0.279], [-2.491, -0.254, 0.983], [-1.214, 0.593, 0.141], [0.200, 1.190, 1.170], [-0.697, -1.336, 0.513], [0.191, 0.393, -1.454], [0.822, -0.301, -0.151], [0.205, -0.751, 0.011], [0.213, 0.135, 0.162], [0.717, 0.778, -1.694], [-1.156, 1.366, 0.385], [0.552, -1.595, 1.319], [-0.406, 0.528, -0.238], [-2.077, -0.430, 0.229], [0.302, -0.692, 0.906], [1.512, -0.027, -0.292], [3.072, 0.668, 0.058], [0.160, 0.300, -0.289], [-2.373, 1.641, 2.168], [0.585, 1.214, 2.289], [2.186, -0.623, -1.917], [-1.495, 1.041, 0.170], [1.219, -2.167, -1.215], [1.036, 0.908, -1.170], [-0.562, -0.354, -0.345], [0.144, -0.641, 0.748], [0.728, 0.916, 0.835], [1.037, 0.197, 0.149], [-0.783, -0.750, 0.674], [0.031, -0.967, -2.226], [-0.416, 0.894, 0.808], [1.320, -0.681, -0.862], [-0.388, 0.331, -2.175], [-0.303, -1.073, 0.224], [-0.385, 0.407, -1.139], [-0.111, -1.198, 0.649], [-0.034, -0.252, -0.405], [-0.587, -0.682, 0.911], [0.693, -0.394, -0.256], [0.925, 0.428, 0.181], [0.813, 0.839, 0.005], [-0.855, 0.799, -0.518], [2.216, 0.679, -0.483], [0.833, -1.508, -0.977], [0.164, 0.675, 1.837], [-0.446, -0.159, -0.439], [-1.650, -0.150, 0.562], [0.505, -0.996, 0.777], [-0.784, 0.108, 0.111], [-0.389, 0.023, -0.175], [-0.265, -0.428, -0.569], [-0.520, 0.682, -0.736], [0.480, -0.430, 0.498], [0.572, 0.028, 0.348], [-0.549, 0.277, -0.594], [-0.476, -0.260, -0.772], [0.154, -0.184, 0.289], [-0.086, 0.389, -0.135], [0.191, 0.730, 0.331], [0.574, 0.836, -0.482], [1.234, 0.134, 0.662], [-0.296, -0.099, 0.423], [-0.191, 0.108, 0.090], [-0.058, 0.236, -0.839], [-0.461, 0.474, 0.463], [-0.088, 0.304, 0.112], [0.612, -0.668, 2.220]],
  "mulliken_charge": [-0.3710, -0.1757, -0.2683, -0.2523, -0.2696, -0.2069, 0.4202, -0.1968, 0.0872, -0.5517, 1.0116, 0.3763, 0.2256, 0.3773, -0.3514, -1.4728, 1.0596, -1.8538, -0.5905, -0.1161, 0.5584, -0.3772, -0.5935, -0.4677, -0.4979, 1.1125, 0.0456, -0.5633, -0.6964, -0.6372, 0.6820, -0.5590, -0.9097, -0.7777, -0.3425, 0.7018, -0.4183, -0.0932, 0.0648, -0.5146, -1.3927, -0.7291, -0.9789, -0.1781, 0.5646, 1.0009, 0.2442, -0.0207, 0.7415, 0.1617, 0.0390, 0.7476, 0.6456, 0.3856, 0.3095, 0.2130, 0.4028, 0.3275, 0.4660, 0.2751, 0.3555, -0.1266, 0.4085, 0.3377, 0.5759, 0.2419, 0.5039, 0.5179, 0.3373, 0.3776, 0.3666, 0.2955, 0.5259, 0.2467, -0.2130, -0.1509, 0.2800, 0.5162, -0.2857, 0.2553, -0.2180, 0.5881, 0.4105, 0.0301]
}